1.
Here is a structure of composition C53H68BrN4O3ReSbSi3Te from the Open Molecules 2025 dataset. Energies are from ωB97M-V with the def2-TZVPD basis set.

Element x y z (Å)
Re  0.313  0.654  -0.154
Br  3.892  1.460  -0.624
C  3.245  0.954  1.054
C  4.182  0.829  2.066
C  3.792  0.339  3.298
C  2.471  -0.028  3.475
C  1.594  0.150  2.432
N  1.945  0.663  1.230
C  0.156  -0.259  2.583
O  -0.270  -0.617  3.651
O  -0.530  -0.166  1.478
H  5.208  1.094  1.860
H  4.515  0.228  4.095
H  2.082  -0.444  4.394
C  -1.785  3.640  -2.375
Sb  -2.707  2.945  -0.560
C  -0.781  2.462  0.460
C  0.225  3.228  -0.295
C  0.676  4.546  -0.178
C  1.540  5.042  -1.134
C  1.987  4.225  -2.171
C  1.623  2.899  -2.157
N  0.788  2.420  -1.231
Si  -1.150  3.024  2.250
C  0.413  3.000  3.301
C  -2.502  1.962  2.973
C  -1.757  4.806  2.340
C  -3.659  1.256  -1.569
C  -2.723  0.701  -2.596
C  -3.174  0.556  -3.916
C  -2.417  -0.065  -4.882
C  -1.183  -0.563  -4.512
C  -0.772  -0.345  -3.216
N  -1.464  0.297  -2.262
Si  -5.246  2.171  -2.242
C  -6.050  3.142  -0.845
C  -4.894  3.467  -3.565
C  -6.547  1.034  -2.981
Si  -4.351  -0.305  -0.630
C  -5.852  0.095  0.420
C  -4.759  -1.573  -1.954
C  -3.186  -1.197  0.496
H  -1.172  4.518  -2.173
H  -2.569  3.917  -3.073
H  -1.173  2.860  -2.824
H  0.293  5.177  0.610
H  1.854  6.077  -1.089
H  2.629  4.602  -2.953
H  1.990  2.198  -2.894
H  0.520  2.083  3.880
H  0.355  3.820  4.021
H  1.322  3.155  2.711
H  -2.180  0.946  3.198
H  -3.366  1.908  2.302
H  -2.850  2.421  3.902
H  -0.970  5.547  2.189
H  -2.130  4.956  3.358
H  -2.579  5.035  1.661
H  -4.156  0.915  -4.175
H  -2.792  -0.172  -5.892
H  -0.541  -1.097  -5.197
H  0.192  -0.718  -2.934
H  -5.655  4.159  -0.799
H  -5.937  2.702  0.143
H  -7.121  3.219  -1.053
H  -4.517  4.392  -3.126
H  -5.859  3.708  -4.021
H  -4.220  3.170  -4.368
H  -6.930  0.292  -2.283
H  -6.218  0.508  -3.878
H  -7.385  1.674  -3.273
H  -6.699  0.527  -0.109
H  -5.597  0.755  1.253
H  -6.183  -0.852  0.856
H  -5.237  -1.182  -2.849
H  -5.420  -2.331  -1.525
H  -3.842  -2.084  -2.260
H  -2.942  -0.655  1.405
H  -2.258  -1.487  0.007
H  -3.699  -2.120  0.788
C  -3.289  -7.727  5.846
C  -2.646  -6.890  4.775
C  -1.972  -7.471  3.712
C  -1.371  -6.712  2.712
C  -0.662  -7.444  1.604
C  -1.432  -5.313  2.789
Te  -0.446  -4.142  1.308
N  1.031  -0.714  -0.925
C  1.777  -1.869  -1.300
O  1.598  -2.891  -0.682
C  2.789  -1.704  -2.371
C  2.737  -0.674  -3.303
C  3.708  -0.581  -4.286
C  4.741  -1.510  -4.325
C  4.796  -2.538  -3.392
C  3.817  -2.644  -2.419
C  1.475  -5.017  1.573
C  2.106  -5.704  0.532
C  1.495  -5.954  -0.824
C  3.385  -6.224  0.742
C  4.047  -6.088  1.949
C  5.424  -6.658  2.158
C  3.400  -5.403  2.972
C  2.132  -4.860  2.809
C  1.511  -4.145  3.979
C  -2.125  -4.702  3.847
C  -2.268  -3.210  4.022
C  -2.718  -5.505  4.816
H  -3.163  -8.790  5.646
H  -4.358  -7.520  5.916
H  -2.851  -7.514  6.823
H  -1.914  -8.553  3.649
H  -1.015  -8.473  1.544
H  0.417  -7.466  1.779
H  -0.824  -6.962  0.640
H  1.929  0.046  -3.267
H  3.660  0.209  -5.024
H  5.503  -1.434  -5.089
H  5.602  -3.259  -3.427
H  3.837  -3.441  -1.686
H  0.547  -5.442  -0.958
H  1.329  -7.024  -0.968
H  2.175  -5.622  -1.612
H  3.864  -6.765  -0.068
H  5.737  -7.259  1.305
H  5.456  -7.289  3.047
H  6.160  -5.863  2.298
H  3.897  -5.290  3.930
H  2.241  -4.020  4.778
H  0.665  -4.708  4.378
H  1.125  -3.164  3.693
H  -1.931  -2.643  3.159
H  -1.687  -2.868  4.881
H  -3.311  -2.951  4.214
H  -3.254  -5.025  5.630

Energy relative to the best compared isomer or geometry (same formula, charge and spin), kJ/mol: 0.00
HOMO-LUMO gap, eV: 4.5938
Calculated total energy, eV: -177801.610
Charge: +1
LUMO, eV: -4.27

2.
Here is a structure of composition C53H68F10N3O36PS2 from the Open Molecules 2025 dataset. Energies are from ωB97M-V with the def2-TZVPD basis set.

Element x y z (Å)
C  7.384  -1.742  -0.394
C  6.012  -1.152  -0.370
O  5.757  -0.209  0.329
O  5.040  -1.725  -1.113
C  5.283  -1.661  -2.522
C  5.048  -0.265  -3.055
C  3.579  0.005  -3.390
C  3.329  -0.143  -4.886
C  1.861  -0.371  -5.234
C  0.902  0.677  -4.699
C  -0.411  0.405  -4.362
P  -1.117  -1.263  -4.626
O  -0.742  -2.074  -3.310
O  -0.344  -2.037  -5.780
S  -2.962  -1.226  -5.111
C  -1.239  1.440  -3.773
O  -2.537  1.202  -3.413
C  -2.769  0.791  -2.046
C  -4.076  -0.009  -1.995
C  -5.033  0.544  -0.941
C  -3.807  -1.496  -1.755
C  -5.044  -2.421  -1.825
C  -6.060  -2.013  -2.875
C  -5.698  -2.668  -0.469
C  -0.793  2.723  -3.582
C  -1.644  3.805  -2.974
C  -0.865  4.597  -1.910
O  -0.774  5.970  -2.273
C  -1.405  4.501  -0.494
N  -0.872  3.272  0.118
C  0.520  3.065  -3.993
N  1.111  4.238  -3.930
S  2.601  4.037  -4.508
N  2.539  2.498  -4.847
C  1.344  2.021  -4.528
H  7.815  -1.581  0.581
H  7.405  -2.803  -0.595
H  8.034  -1.232  -1.091
H  6.317  -1.932  -2.729
H  4.641  -2.374  -3.021
H  5.425  0.443  -2.326
H  5.638  -0.159  -3.961
H  3.330  1.012  -3.093
H  2.958  -0.730  -2.888
H  3.720  0.692  -5.442
H  3.883  -1.005  -5.255
H  1.741  -0.478  -6.304
H  1.586  -1.301  -4.767
H  -0.343  -2.931  -3.501
H  -0.167  -1.438  -6.524
H  -2.942  1.690  -1.462
H  -1.923  0.270  -1.608
H  -4.512  0.083  -2.982
H  -4.940  -0.016  -0.020
H  -6.068  0.437  -1.237
H  -4.889  1.601  -0.748
H  -3.353  -1.597  -0.774
H  -3.141  -1.823  -2.531
H  -4.665  -3.392  -2.131
H  -6.526  -1.056  -2.679
H  -6.856  -2.752  -2.870
H  -5.639  -2.039  -3.871
H  -4.915  -2.895  0.241
H  -6.288  -3.574  -0.539
H  -6.290  -1.830  -0.130
H  -1.849  4.526  -3.759
H  -2.565  3.417  -2.581
H  0.155  4.257  -1.837
H  -1.654  6.354  -2.201
H  -1.001  5.365  0.033
H  -2.487  4.569  -0.424
H  0.133  3.342  0.074
H  -1.128  3.197  1.092
C  11.993  0.001  -0.044
C  12.478  -0.533  -1.374
O  12.044  -1.883  -1.330
C  10.934  -1.923  -0.544
O  10.171  -2.831  -0.498
O  10.814  -0.786  0.175
F  13.827  -0.501  -1.471
H  12.711  -0.188  0.754
H  11.756  1.060  -0.069
H  12.045  -0.042  -2.247
C  -0.755  10.221  -3.962
C  -0.437  10.124  -2.486
O  -1.702  9.820  -1.926
C  -2.411  9.150  -2.878
O  -3.390  8.518  -2.667
O  -1.833  9.289  -4.093
F  0.003  11.304  -1.985
H  -1.098  11.219  -4.237
H  0.080  9.942  -4.599
H  0.272  9.337  -2.226
C  10.350  -5.684  1.006
C  11.262  -4.914  1.930
O  11.685  -5.912  2.839
C  11.654  -7.107  2.173
O  12.182  -8.097  2.544
O  10.941  -6.989  1.026
F  10.602  -3.944  2.610
H  9.331  -5.741  1.390
H  10.328  -5.278  -0.001
H  12.135  -4.475  1.442
C  -0.381  -0.711  1.849
C  0.005  -0.766  3.314
O  -1.243  -1.004  3.947
C  -2.019  -1.684  3.059
O  -3.010  -2.267  3.349
O  -1.499  -1.616  1.814
F  0.507  0.406  3.766
H  -0.703  0.282  1.542
H  0.413  -1.043  1.189
H  0.697  -1.570  3.570
C  -1.946  -5.580  3.774
C  -2.072  -6.076  2.352
O  -0.832  -5.680  1.785
C  0.085  -5.660  2.795
O  1.259  -5.623  2.634
O  -0.529  -5.690  3.998
F  -3.079  -5.464  1.686
H  -2.252  -4.540  3.878
H  -2.503  -6.182  4.486
H  -2.186  -7.157  2.254
C  -3.470  1.743  -7.805
C  -2.702  2.273  -8.994
O  -1.377  1.853  -8.702
C  -1.477  0.723  -7.952
O  -0.570  -0.026  -7.753
O  -2.721  0.569  -7.474
F  -2.735  3.625  -9.062
H  -3.450  2.437  -6.963
H  -4.502  1.494  -8.036
H  -3.009  1.860  -9.956
C  -4.643  -0.996  7.387
C  -5.968  -1.670  7.124
O  -5.642  -2.586  6.094
C  -4.324  -2.919  6.254
O  -3.801  -3.842  5.734
O  -3.714  -2.049  7.088
F  -6.900  -0.799  6.654
H  -4.471  -0.157  6.715
H  -4.539  -0.660  8.410
H  -6.380  -2.212  7.977
C  -4.284  3.754  9.728
C  -4.080  3.231  8.324
O  -4.433  1.863  8.459
C  -5.348  1.786  9.474
O  -6.039  0.846  9.676
O  -5.352  2.924  10.200
F  -2.787  3.321  7.935
H  -3.400  3.603  10.348
H  -4.565  4.803  9.756
H  -4.715  3.696  7.568
C  4.141  2.783  -0.313
C  4.537  2.736  1.145
O  3.287  2.544  1.791
C  2.486  1.877  0.918
O  1.480  1.320  1.206
O  2.999  1.920  -0.333
F  5.079  3.908  1.560
H  3.845  3.788  -0.619
H  4.917  2.418  -0.979
H  5.209  1.917  1.406
C  -8.981  -3.731  6.262
C  -9.879  -4.694  5.520
O  -10.129  -5.686  6.500
C  -10.048  -5.080  7.722
O  -10.451  -5.544  8.732
O  -9.448  -3.868  7.610
F  -9.251  -5.260  4.462
H  -7.932  -4.025  6.208
H  -9.080  -2.706  5.916
H  -10.825  -4.267  5.186

HOMO-LUMO gap, eV: 7.3232
Calculated total energy, eV: -192381.189
Charge: 0
LUMO, eV: -0.80

> The highest charge belongs to which entry?

C53H68BrN4O3ReSbSi3Te